No. 1
Density functional theory data (ωB97M-V with the def2-TZVPD basis set) for a 11-piece molecular cluster, C48H99O38P5 overall.

Computed properties:
LUMO level	0.23	eV
relative energy (zero: lowest compared OMol25 entry of this formula, charge and spin)	0.00	kcal per mole
Kohn-Sham gap	10.18	eV
M	1439.2	g/mol
largest force on an atom	3.98	eV Å⁻¹

```
! wB97M-V def2-TZVPD RIJCOSX def2/J DEFGRID3
* xyz 0 1
C 17.1804 16.1873 17.3328
C 18.5749 16.3769 17.7564
O 19.5792 15.8929 16.8130
P 20.1045 16.8121 15.6546
O 21.3608 16.3036 15.1192
O 20.1899 18.1951 16.2936
C 21.4737 18.7932 16.4382
C 22.0815 18.2921 17.7633
O 18.7871 16.9357 14.7767
C 18.5196 17.9943 13.8067
C 17.2077 17.7021 13.0455
H 16.8675 15.1455 16.9883
H 16.4651 16.5473 18.1080
H 16.9893 16.8530 16.4990
H 18.7720 17.4125 17.9399
H 18.7491 15.8000 18.6442
H 22.0779 18.7085 15.5338
H 21.2267 19.8597 16.5433
H 21.3398 18.3762 18.5506
H 22.4475 17.2727 17.6228
H 22.9326 18.9193 18.0260
H 18.3494 18.9076 14.4110
H 19.3481 18.2493 13.1366
H 17.0003 18.5658 12.4519
H 17.3401 17.0761 12.1922
H 16.3803 17.4330 13.6839
C 17.9193 12.9789 23.0092
C 16.5658 12.9320 23.7576
O 15.9670 14.3028 23.7751
P 14.9552 14.7433 24.9443
O 14.4464 16.1202 24.7968
O 13.9182 13.5306 25.0079
C 12.6185 13.5781 24.2609
C 12.5648 12.4708 23.2052
O 15.8450 14.4000 26.2547
C 15.4725 15.0981 27.4793
C 14.4021 14.1670 28.1793
H 18.6055 13.5854 23.6001
H 18.2774 11.9372 22.9969
H 17.8312 13.4326 22.0414
H 15.9313 12.2070 23.2703
H 16.7285 12.7574 24.8478
H 11.8159 13.4599 24.9630
H 12.6174 14.5690 23.7829
H 12.6091 11.4823 23.6773
H 11.6648 12.5291 22.6338
H 13.3614 12.5509 22.4686
H 16.3916 15.3089 28.0064
H 15.0476 16.0606 27.2827
H 14.7583 13.1108 28.3279
H 14.0665 14.4541 29.1573
H 13.5599 14.1618 27.4955
C 11.4278 12.3330 17.8954
C 11.9512 12.4281 19.3783
O 11.5750 13.6054 20.0963
P 12.4209 14.9530 19.9203
O 12.9614 15.0603 18.5694
O 11.3411 16.0575 20.1444
C 10.7642 16.2508 21.4991
C 9.2139 16.4030 21.3424
O 13.5176 14.9998 21.0601
C 14.8994 15.3975 20.8289
C 15.1579 16.8741 21.2967
H 10.3831 12.0476 17.8333
H 11.5478 13.3054 17.4277
H 12.0622 11.6452 17.3507
H 11.5285 11.6761 20.0245
H 13.0237 12.2640 19.3129
H 11.0969 15.4671 22.1911
H 11.1874 17.1614 21.9154
H 8.8464 15.4834 20.8256
H 8.7152 16.4983 22.2803
H 9.0120 17.3040 20.7492
H 15.4426 14.6577 21.4281
H 15.0712 15.2111 19.7791
H 14.7168 17.6074 20.6148
H 14.7325 16.9902 22.3005
H 16.2501 16.9959 21.3125
C 10.0308 14.9458 15.1932
C 11.5531 15.0539 15.2207
O 12.1162 14.0266 14.3554
P 13.3708 14.4151 13.3846
O 13.7020 15.8480 13.3378
O 14.5333 13.4904 13.8340
C 15.4854 13.7207 14.9510
C 14.7785 13.4639 16.2705
O 12.9630 13.7686 12.0319
C 12.7399 12.2840 11.9897
C 12.8750 11.8960 10.4998
H 9.5158 15.6933 15.8052
H 9.6979 15.0372 14.1855
H 9.6873 13.9324 15.4388
H 11.8998 16.0626 14.8807
H 11.9770 14.9048 16.2380
H 16.3319 13.0961 14.7367
H 15.8522 14.7394 14.7438
H 14.1726 14.3133 16.5870
H 14.1487 12.5724 16.2101
H 15.5718 13.3525 16.9967
H 13.3957 11.7099 12.6604
H 11.7247 12.1972 12.3851
H 13.9052 11.9661 10.1523
H 12.5712 10.8535 10.5096
H 12.2048 12.5258 9.9570
C 19.7318 8.6404 24.4584
C 21.0142 8.0662 23.7103
O 22.1111 9.0256 23.4719
P 21.9779 10.1950 22.3843
O 21.0814 9.9022 21.2688
O 23.5186 10.5220 22.1425
C 23.7788 11.5739 21.2354
C 24.6539 11.1268 20.0629
O 21.4151 11.4980 23.1011
C 22.0399 12.1650 24.1757
C 21.6522 11.5306 25.5528
H 19.1387 9.1765 23.7256
H 19.1487 7.7026 24.6889
H 19.8839 9.2051 25.3835
H 21.6070 7.3643 24.2901
H 20.7320 7.6278 22.7477
H 22.8922 12.0473 20.8424
H 24.2939 12.3786 21.8074
H 25.7439 11.1307 20.3243
H 24.3561 10.1531 19.6280
H 24.4406 11.8312 19.2183
H 23.1110 12.3238 23.9975
H 21.5741 13.1184 24.0274
H 21.7367 12.3874 26.2475
H 20.6630 11.0840 25.5407
H 22.3857 10.8650 25.9977
O 15.7216 7.8728 18.4869
C 16.4084 7.9142 19.4418
O 15.9932 7.7553 20.6797
C 17.0762 8.0077 21.5994
C 18.3193 8.0888 20.6716
O 17.7346 8.1492 19.3735
H 16.8091 8.9302 22.1016
H 17.0228 7.2618 22.3787
H 18.9710 7.2131 20.6270
H 18.8864 8.9915 20.8542
O 18.2566 7.7904 15.9335
C 17.3312 8.5577 16.0297
O 16.1359 8.3157 15.5286
C 15.2478 9.4271 15.8899
C 16.1862 10.4345 16.5448
O 17.4148 9.7039 16.6988
H 14.7927 9.7886 14.9712
H 14.4515 8.9723 16.5138
H 15.7894 10.6287 17.5020
H 16.3837 11.2238 15.8594
O 18.2977 13.0849 16.3977
C 19.4168 12.8882 15.9399
O 19.6952 12.8723 14.6396
C 21.1298 13.0459 14.5435
C 21.6951 12.5910 15.8885
O 20.5155 12.7645 16.7297
H 21.4381 12.4303 13.7111
H 21.3701 14.1182 14.3565
H 22.5405 13.2226 16.2855
H 21.9536 11.5197 15.8526
O 19.1573 16.5537 22.3603
C 19.9070 15.8228 21.7701
O 19.6288 15.1149 20.7294
C 20.7233 14.2297 20.3630
C 21.8793 14.7417 21.2767
O 21.2582 15.7426 22.1188
H 20.3832 13.1849 20.4811
H 20.9285 14.3855 19.3040
H 22.6690 15.2325 20.7878
H 22.3398 13.9512 21.9143
O 24.0914 9.4833 17.1402
C 22.9846 9.1465 17.3867
O 22.5940 7.9899 17.9983
C 21.1482 7.9746 18.0627
C 20.6626 9.3562 17.6090
O 21.8737 9.9321 17.1384
H 20.8335 7.0975 17.4548
H 21.0034 7.8413 19.1403
H 20.3847 9.9645 18.4544
H 19.9839 9.4099 16.7953
O 15.0419 11.5325 20.6463
C 16.1014 11.7765 20.2033
O 17.1418 10.9924 20.4149
C 18.2544 11.4889 19.7181
C 17.8333 12.9497 19.5183
O 16.4009 12.7796 19.4260
H 19.2181 11.3945 20.2304
H 18.3031 10.9610 18.7657
H 18.1780 13.4511 18.6174
H 18.0444 13.6495 20.3004
*
```

No. 2
Density functional theory data (ωB97M-V with the def2-TZVPD basis set) for a 9-piece molecular cluster, C49H100N4O15S2 overall.

Computed properties:
LUMO level (spin up / spin down)	-2.91 / -6.80	eV
<S²>	0.75
Kohn-Sham gap (spin up / spin down)	6.07 / 2.18	eV
M	1049.5	g/mol
largest force on an atom	3.92	eV Å⁻¹

```
! wB97M-V def2-TZVPD RIJCOSX def2/J DEFGRID3
* xyz 1 2
C 1.0603 5.1208 0.6382
C -0.3352 5.1093 1.3211
C -0.5559 3.7636 2.1561
C 0.3000 3.6872 3.4393
C -0.2768 4.8708 4.2684
C -0.1465 6.3016 3.6911
N -0.5165 6.2633 2.2760
O -0.6997 7.4608 1.7008
C -1.0457 7.1855 4.5548
C 1.3259 6.8183 3.7985
C -1.4091 5.1245 0.2338
H 1.1561 6.1179 0.2084
H 1.2795 4.4463 -0.1895
H 1.7287 5.0017 1.4910
H -1.6088 3.6696 2.4217
H -0.2614 2.9672 1.4727
H 1.3690 3.8078 3.2635
H 0.0799 2.7450 3.9412
H 0.2007 4.8488 5.2480
H -1.2771 4.5843 4.5930
H -0.5677 7.3098 5.5265
H -1.2761 8.1762 4.1627
H -2.0670 6.8289 4.6882
H 1.3825 7.8982 3.6614
H 1.7534 6.5821 4.7730
H 2.0171 6.3691 3.0854
H -1.3235 5.8772 -0.5499
H -2.4519 5.1500 0.5501
H -1.2901 4.2471 -0.4019
H -1.6388 7.5502 1.8793
C 4.4942 3.8669 -2.3329
C 3.3624 3.9936 -3.4125
C 4.1356 4.4352 -4.6771
C 4.9684 3.3353 -5.3617
C 4.1130 2.0830 -5.6228
C 3.4062 1.5235 -4.3348
N 2.7279 2.6291 -3.6477
O 1.8757 2.2946 -2.6336
C 2.2925 0.4329 -4.8588
C 4.5467 0.8063 -3.5344
C 2.3976 5.1501 -3.1517
H 5.3572 3.2411 -2.5605
H 4.0170 3.3643 -1.4915
H 4.9335 4.7994 -1.9786
H 3.4533 4.8079 -5.4411
H 4.7796 5.2540 -4.3562
H 5.8062 3.1818 -4.6815
H 5.4140 3.7221 -6.2781
H 4.7566 1.3043 -6.0321
H 3.4299 2.3252 -6.4369
H 2.8335 -0.3780 -5.3465
H 1.7781 -0.0341 -4.0190
H 1.5331 0.8729 -5.5053
H 4.7777 -0.2135 -3.8423
H 5.5369 1.2612 -3.5613
H 4.3997 0.7314 -2.4570
H 1.7747 5.0934 -2.2590
H 1.7364 5.2584 -4.0114
H 2.9229 6.0777 -2.9244
H 1.0744 2.7451 -2.9105
C -3.1606 1.0265 -5.2137
C -4.3875 0.6401 -4.3874
C -4.6489 1.7329 -3.2232
C -5.2372 3.0243 -3.7351
C -6.5162 2.6779 -4.4845
C -6.4174 1.6730 -5.6104
N -5.5879 0.5067 -5.1897
O -5.6952 -0.6544 -5.9903
C -7.8790 1.3045 -5.8830
C -5.8150 2.3142 -6.9340
C -4.0940 -0.7089 -3.6189
H -2.3133 1.0669 -4.5292
H -3.2739 1.9973 -5.6961
H -2.9575 0.3919 -6.0763
H -5.3631 1.3470 -2.4958
H -3.7226 1.9865 -2.7077
H -4.5377 3.4612 -4.4478
H -5.5216 3.8346 -3.0638
H -6.9653 3.5656 -4.9299
H -7.3197 2.4534 -3.7831
H -8.5370 2.1721 -5.8336
H -8.1815 0.7729 -6.7852
H -8.2372 0.6988 -5.0505
H -5.1172 3.1017 -6.6496
H -5.3954 1.7216 -7.7470
H -6.6146 2.8938 -7.3952
H -3.3883 -0.6924 -2.7884
H -3.9167 -1.5998 -4.2213
H -4.9935 -1.0383 -3.0987
H -6.0151 -1.2856 -5.3415
C 2.2604 -4.1147 7.7296
C 2.7089 -5.1408 6.6225
C 2.0432 -4.5529 5.3465
C 2.6722 -3.2806 4.7033
C 4.1913 -3.5398 4.6410
C 4.9129 -4.1037 5.8377
N 4.1584 -5.1611 6.4376
O 4.7901 -5.9230 7.4859
C 6.1958 -4.7281 5.3073
C 5.3437 -2.9722 6.7513
C 2.1491 -6.5100 6.7826
H 1.4618 -4.5218 8.3497
H 2.1163 -3.0978 7.3644
H 3.0530 -4.0650 8.4762
H 1.8625 -5.3315 4.6055
H 1.0532 -4.2580 5.6944
H 2.4769 -2.4265 5.3518
H 2.2011 -3.1694 3.7267
H 4.6584 -2.6077 4.3229
H 4.3160 -4.2004 3.7830
H 6.7041 -5.2796 6.0982
H 6.1081 -5.5848 4.6391
H 6.9010 -4.1018 4.7608
H 6.0492 -2.3040 6.2574
H 4.4544 -2.4326 7.0769
H 5.7680 -3.4227 7.6486
H 2.5596 -7.1320 5.9871
H 1.0612 -6.5726 6.7594
H 2.5519 -6.8795 7.7256
H 4.9945 -6.7292 7.0065
C -0.9276 0.4899 -0.8009
S -0.6690 -1.0710 0.2478
O -0.4481 -2.2500 -0.6328
C 0.9761 -0.6983 1.0085
H -1.7377 0.4071 -1.5256
H 0.0043 0.5264 -1.3652
H -1.0819 1.3829 -0.1953
H 1.1399 0.3030 1.4068
H 1.6888 -0.9768 0.2323
H 1.1003 -1.2800 1.9220
C 1.7957 -3.3854 -3.3464
S 0.5907 -3.2496 -4.7997
O 0.0151 -4.6353 -4.9349
C -0.6701 -2.1232 -4.0103
H 2.2455 -4.3743 -3.4357
H 1.1600 -3.3658 -2.4612
H 2.4685 -2.5405 -3.1998
H -0.2842 -1.1348 -3.7605
H -1.0277 -2.6238 -3.1105
H -1.5240 -2.0222 -4.6802
C 0.1632 -5.5471 -0.3269
C 1.1800 -4.6974 0.4089
O 1.1744 -5.3148 1.6751
C -0.0064 -5.8378 1.8875
O -0.3345 -6.3999 2.9347
O -0.7221 -5.7444 0.7154
H 0.4871 -6.5466 -0.6169
H -0.3226 -5.1024 -1.1954
H 0.9053 -3.6472 0.3104
H 2.1012 -4.7998 -0.1646
C -4.7655 -4.6079 -1.0576
C -3.7436 -3.5170 -0.8945
O -4.0654 -3.0350 0.4004
C -4.9787 -3.7702 1.0153
O -5.4095 -3.5470 2.1424
O -5.5398 -4.6277 0.1042
H -4.1840 -5.5214 -1.1826
H -5.2468 -4.4155 -2.0164
H -3.6210 -2.7417 -1.6508
H -2.7746 -4.0101 -0.8161
C -2.0376 -2.6890 3.1849
C -2.4074 -3.8292 4.1491
O -1.9561 -3.3267 5.3853
C -1.0187 -2.3537 5.1422
O -0.2916 -1.9421 6.0562
O -0.8986 -2.0948 3.8077
H -2.8035 -1.9336 3.0086
H -1.8468 -3.1019 2.1944
H -1.8799 -4.7664 3.9721
H -3.4784 -4.0004 4.2580
*
```

Which calculated total energy belongs to each record? In order, -175644.538; -110760.122 eV.